Entry 1:
120
Properties=species:S:1:pos:R:3:mulliken_charge:R:1 method="wB97M-V/def2-TZVPD" total_charge=-1 lumo_energy_ev=2.00
S -0.3961 3.4019 -2.4114 0.88
S -2.5952 3.5984 -0.7208 1.17
S 0.9485 1.6983 -2.3590 1.00
O 3.6655 3.1390 1.3344 -0.38
O -4.5679 -0.3288 -5.3278 -0.49
O 0.4565 4.5263 -2.0988 -0.72
O 3.3784 -6.3246 -0.5927 -0.46
O -3.8587 2.3764 3.5061 -0.34
O 2.0497 1.9963 -3.2556 -0.71
O -0.6999 1.1985 -6.2104 -0.46
O 1.7399 -1.5845 0.0369 -0.42
O -0.9713 3.3150 -3.7343 -0.55
O 0.1798 0.4887 -2.6013 -0.65
O -3.0897 4.5571 -1.6841 -0.68
O -2.4936 3.9918 0.6692 -0.68
O -4.1023 -3.0851 0.9219 -0.49
O 6.4357 3.0860 3.4234 -0.40
N -1.2707 2.8650 -1.2306 -0.14
N -5.1392 0.6233 0.2793 -0.51
C -4.3553 1.7189 0.3224 -0.45
C 4.4698 -8.4860 -0.7500 -1.29
C -4.6178 3.8603 5.2615 -1.44
C 8.8492 3.2777 3.5784 -1.35
C 3.6140 5.3800 2.2379 -1.30
C -4.8287 -1.6558 2.7503 -0.83
C 3.0155 3.3859 3.6534 -1.10
C 1.4353 0.6640 -5.1788 -1.54
C 7.5348 3.1493 4.3319 0.34
C -2.5965 -1.4322 -6.0399 -1.01
C -3.8254 1.5540 -2.0246 -0.53
C 1.4957 1.7028 -0.6833 -0.87
C -4.6961 2.4697 4.6480 0.54
C -4.9225 -3.0199 2.0874 0.43
C -4.6223 0.4131 -2.0787 -0.40
C 3.1569 -7.7321 -0.6012 0.43
C 0.2625 1.6270 -5.2312 1.76
C 2.4250 -3.6873 1.0261 -1.36
C -4.7771 -1.7295 -7.3087 -1.45
C 1.6742 -2.3784 1.2163 0.45
C -4.3548 1.3872 5.6628 -1.18
C -4.1103 -1.5233 -5.9572 0.45
C 7.5307 1.9453 5.2606 -1.30
C 2.9926 3.9922 2.2592 0.62
C -4.5699 -4.1464 3.0496 -1.38
C -3.6822 2.2054 -0.8096 0.18
C 0.2252 -2.6161 1.6188 -1.46
C -5.2462 -0.0112 -0.8977 -0.39
C 0.7085 3.0532 -5.4934 -1.54
C 2.1608 -8.1157 -1.6848 -1.29
H 1.3937 3.3927 -4.7158 0.30
H 5.1641 -8.2028 0.0409 0.32
H -4.5323 -0.8990 -7.9767 0.33
H 3.7596 -6.0783 -1.4430 0.31
H 1.2259 -7.5717 -1.5537 0.32
H -5.2947 3.9596 6.1124 0.40
H 1.3097 -2.0647 -0.6801 0.30
H 1.2458 0.7433 -0.2482 0.24
H 1.9691 -4.2764 0.2288 0.33
H -5.2244 -4.1400 3.9230 0.37
H -4.6535 -5.1160 2.5570 0.33
H -0.2931 -3.1763 0.8355 0.34
H 2.5621 -7.8633 -2.6703 0.34
H -5.8450 -0.9164 -0.9015 0.35
H -3.2913 1.9037 -2.9013 0.48
H 0.9431 2.4783 -0.1546 0.23
H -0.2949 -1.6668 1.7510 0.40
H 7.3586 4.0565 4.9120 0.24
H 1.2150 3.1194 -6.4642 0.53
H -5.7041 2.2991 4.2649 0.25
H -2.1361 -2.3281 -6.4627 0.41
H 1.9476 -9.1854 -1.6679 0.38
H -4.3986 -2.3350 -5.2863 0.30
H -5.0245 1.4214 6.5242 0.39
H 2.5482 2.3999 3.6537 0.28
H 9.0141 2.3929 2.9574 0.36
H 3.0861 6.0596 2.9089 0.40
H -4.4253 0.4012 5.2027 0.13
H 3.5817 5.7921 1.2297 0.32
H -5.9372 -3.1734 1.7139 0.30
H -5.4962 -1.5972 3.6138 0.38
H -4.8716 4.6158 4.5187 0.34
H -3.8055 -1.4748 3.0966 0.28
H -3.1913 -2.9229 1.1915 0.30
H -0.2797 1.2263 -7.0769 0.30
H 4.3150 -9.5651 -0.7094 0.37
H -5.8619 -1.7679 -7.2018 0.36
H 2.1367 0.9581 -4.3980 0.44
H 4.5844 3.0879 1.6202 0.24
H 4.9344 -8.2442 -1.7101 0.35
H -3.5387 -4.0309 3.3959 0.29
H -4.2388 2.2237 1.2685 0.67
H 7.6602 1.0254 4.6838 0.34
H 1.9645 4.0524 1.8987 0.30
H -4.3003 0.4111 -5.8850 0.32
H 9.6910 3.3730 4.2655 0.40
H 4.0491 3.2645 3.9847 0.09
H -4.4385 -2.6550 -7.7771 0.37
H 8.8315 4.1492 2.9246 0.32
H -2.3106 -0.5713 -6.6438 0.20
H 0.1594 -3.1861 2.5477 0.43
H 2.4192 -4.2901 1.9362 0.37
H 3.4604 -3.4984 0.7432 0.34
H -2.1895 -1.2667 -5.0431 0.23
H -4.6947 -0.1414 -2.9976 0.45
H -3.3299 1.5209 6.0214 0.35
H 2.1673 -1.7776 1.9834 0.28
H 1.0888 -0.3489 -4.9722 0.22
H 1.9641 0.6550 -6.1393 0.53
H -2.9461 2.5262 3.7766 0.22
H 2.5514 1.9464 -0.6179 0.36
H 2.7260 -7.9473 0.3782 0.24
H -5.0852 -0.8596 2.0506 0.04
H 8.3391 2.0065 5.9904 0.39
H 2.4853 4.0199 4.3666 0.41
H -3.5998 4.0597 5.6081 0.34
H -0.2736 1.5929 -4.2831 -0.68
H 6.5484 2.2933 2.8853 0.29
H -0.1511 3.7216 -5.5038 0.33
H 4.6594 5.3219 2.5552 0.23
H 6.5828 1.8771 5.7940 0.32

=====

Entry 2:
76
Properties=species:S:1:pos:R:3:mulliken_charge:R:1 method="wB97M-V/def2-TZVPD" total_charge=-2 lumo_energy_ev=3.66
S 1.3764 2.1126 -3.4910 0.98
S 3.5294 2.5896 -1.8290 1.07
F 2.9244 1.3266 -1.1430 -0.15
F 0.5964 2.5906 -2.2120 -0.08
O -1.4516 -2.9534 -3.2330 -0.56
O 3.1594 3.7226 -1.0430 -0.55
O -0.4716 -1.2424 0.5130 0.22
O 3.7464 -3.5644 1.5490 -0.84
O 0.8664 -1.7904 3.6730 -0.70
O 0.9854 0.3206 0.6040 -1.28
O 1.1904 0.6986 -3.5400 -0.64
O -1.3936 3.4846 0.3230 -0.55
O 0.1454 1.6696 2.8530 -0.56
O -1.0436 0.7676 -0.1240 -0.46
O -5.0636 -1.8904 1.7880 -0.85
O 1.0574 -4.1084 -2.6070 -0.76
O 4.9464 2.2596 -1.8740 -0.66
O 0.7494 2.8716 -4.5140 -0.61
O -4.2986 1.9066 -3.3440 -0.58
N -2.7436 -2.0774 1.6380 -0.09
N -0.1376 -0.0894 0.1470 1.06
N 2.8944 2.5456 -3.2530 -0.59
N 1.3804 -1.9744 -3.7540 -0.32
N -3.6806 -0.3124 0.8640 -0.08
N 1.5414 -1.9924 -1.6420 0.19
N 1.5344 -2.8754 1.1210 -0.30
N 3.0714 -1.2924 1.1520 0.12
C -1.8106 -2.7724 -1.8560 -0.39
C 2.1644 -1.2504 5.4540 -1.46
C -1.1416 1.0876 3.0650 -0.45
C -3.3476 1.2246 -2.4970 0.00
C 2.8194 -2.5664 1.2970 0.50
C -2.0966 0.7306 -3.3360 -0.36
C 1.2844 -2.7084 -2.6760 0.25
C 1.9464 -0.9414 4.0480 0.63
C -3.8236 -1.4664 1.4570 0.49
C 0.7414 3.9396 0.8970 -0.59
C -0.5086 4.5006 0.2230 -0.58
H 1.3374 -2.4524 -4.6930 0.23
H 1.3564 -0.7714 6.1480 0.24
H 1.1574 -1.9824 2.7460 0.40
H -1.3456 0.2196 -2.7760 -0.29
H -3.8776 0.3996 -2.0830 0.26
H 1.5604 4.6556 0.7270 0.36
H -1.8556 1.1906 2.3300 0.16
H -2.7346 -3.2854 -1.5560 0.37
H -3.0346 1.9506 -1.7050 0.03
H 0.4074 3.9426 1.8960 0.32
H 0.6104 1.1396 2.2120 0.25
H 2.1834 -0.7474 1.0940 0.36
H -5.1876 1.6176 -2.9910 0.33
H -0.5776 -2.5134 -3.2980 0.46
H -2.5376 0.0186 -4.0840 0.26
H -1.5426 1.7036 3.8850 0.45
H -1.8066 -1.7474 -1.5680 0.01
H 1.4954 -0.9704 -3.8490 0.41
H -0.3166 4.8986 -0.7070 0.30
H -1.4776 1.4766 -3.8030 0.31
H 4.0414 -0.9014 1.2530 0.23
H -0.7616 5.3516 0.7720 0.49
H -2.9616 -3.0324 1.8640 0.20
H -1.0596 0.0076 3.2970 0.18
H -1.8166 -1.7654 1.2310 -0.01
H 1.1304 -3.8084 1.4270 0.21
H 1.6404 0.1266 3.9000 0.11
H 1.6874 -1.0244 -1.9290 -0.16
H 3.1924 -0.9314 5.6840 0.39
H -1.0926 -3.3184 -1.1920 0.21
H 1.1664 3.0226 0.4750 -0.08
H 0.7164 -2.1854 0.7930 0.11
H -4.4816 0.1666 0.5220 0.15
H 2.1794 -2.3414 5.6150 0.33
H 1.6174 -2.2514 -0.6830 -0.26
H -0.9086 2.6926 0.1540 0.29
H -2.6596 0.0516 0.6300 -0.16
H 2.9154 -1.0794 3.5650 0.10

=====

Entry 3:
14
Properties=species:S:1:pos:R:3:mulliken_charge:R:1 method="wB97M-V/def2-TZVPD" total_charge=0 lumo_energy_ev=0.85 e_above_lowest_kcal_mol=74.8
O -1.8769 0.6803 0.0667 -0.51
O -0.5960 -1.7470 -0.8887 -0.40
C 0.7580 -1.5595 -0.4995 -0.34
C -0.6860 0.6504 -0.1412 0.28
C 0.2410 1.7563 0.3080 -1.13
C -0.0649 -0.4476 -0.9845 0.22
H -0.1147 2.1763 1.2522 0.33
H 0.1217 -0.0982 -2.0041 0.38
H 0.1983 2.5487 -0.4477 0.32
H -0.5244 -0.8576 1.9715 0.04
H -1.1759 -0.8255 1.6162 -0.01
H 0.9660 -1.6888 0.5622 0.21
H 1.4998 -1.9911 -1.1726 0.28
H 1.2801 1.4278 0.4052 0.32

=====

Entry 4:
10
Properties=species:S:1:pos:R:3:mulliken_charge:R:1 method="wB97M-V/def2-TZVPD" total_charge=0 lumo_energy_ev="-1.96 / -1.90" e_above_lowest_kcal_mol=50.3
I 2.7182 0.4438 -0.6638 -0.29
P -0.9556 1.0401 0.2034 -0.11
P 0.1319 2.8442 -0.0702 -0.15
C -0.1338 -0.2808 -0.2941 0.10
C -0.2148 -1.6477 -0.6153 -0.67
H -1.2149 -2.1735 -0.2027 0.30
H 0.7034 -2.1959 -0.1263 0.28
H -0.8232 3.8376 0.0878 0.08
H -0.0778 -1.7106 -1.6323 0.33
H 0.8952 3.0344 1.2045 0.13

=====

It is found that the DFT total energy values, taken in the order of the records, are -3543.03530; -3004.56190; -307.59329; -1059.46448 Ha.